Record 1
Density functional theory data (the ωB97M-V functional and the def2-TZVPD basis) for 15 unconnected molecules or ions with the total composition C30H90O15 in a non-equilibrium geometry.

Summary:
Spin multiplicity   1
Energy relative to the best compared isomer or geometry (same formula, charge and spin)   5.595 eV

Element x y z (Å)
1 C 2.96805 0.01599 3.60063
2 C 2.98521 1.00731 4.80442
3 O 2.78928 2.35742 4.43148
4 H 3.80878 0.23149 2.94121
5 H 2.05172 0.04570 3.01110
6 H 3.02922 -1.01482 3.94963
7 H 3.89701 0.99400 5.40153
8 H 2.19029 0.75811 5.50735
9 H 2.71717 2.88659 5.22920
10 C -1.16313 -2.60063 4.73638
11 C -0.36056 -1.61570 3.82904
12 O 0.16036 -2.38571 2.74067
13 H -1.62046 -2.03455 5.54786
14 H -0.51808 -3.38772 5.12691
15 H -1.97340 -3.07582 4.18342
16 H 0.56937 -1.24184 4.25745
17 H -0.95172 -0.77531 3.46520
18 H 0.83761 -2.91448 3.16885
19 C 3.29928 -3.48900 1.86500
20 C 3.35883 -3.83653 3.37835
21 O 2.10172 -3.88683 3.94081
22 H 2.88794 -4.32296 1.29631
23 H 4.31256 -3.24769 1.54387
24 H 2.61801 -2.64657 1.74544
25 H 3.92489 -3.03922 3.85999
26 H 4.02822 -4.67044 3.58959
27 H 2.26161 -4.40164 4.73517
28 C -3.28561 -1.57908 1.16327
29 C -3.09402 -2.57928 -0.00135
30 O -4.32819 -3.12386 -0.35130
31 H -3.92504 -0.73735 0.89734
32 H -2.31258 -1.17144 1.43737
33 H -3.63720 -2.17310 2.00685
34 H -2.34247 -3.33355 0.23176
35 H -2.64704 -2.18460 -0.91378
36 H -4.44478 -3.86547 0.24705
37 C -0.43778 6.12139 -1.13464
38 C -0.55179 5.15134 0.02953
39 O 0.76251 4.79006 0.44821
40 H 0.16328 5.69139 -1.93583
41 H -0.03324 7.06824 -0.77695
42 H -1.43384 6.27853 -1.54850
43 H -1.13762 4.27373 -0.24380
44 H -1.09439 5.57326 0.87551
45 H 0.80818 3.98321 0.96639
46 C -3.07888 -0.06253 -4.97216
47 C -2.71411 -0.69221 -3.64260
48 O -2.09599 -1.90457 -3.91737
49 H -3.56066 -0.79430 -5.62062
50 H -2.23221 0.35443 -5.51749
51 H -3.72372 0.80263 -4.81800
52 H -3.62784 -0.85778 -3.07184
53 H -2.05218 -0.01127 -3.10755
54 H -1.70025 -2.28297 -3.12883
55 C -0.41730 0.56397 -0.87144
56 C 0.33603 -0.08473 0.25518
57 O 0.26392 -1.46114 0.24453
58 H -1.46292 0.25622 -0.87977
59 H -0.00662 0.38455 -1.86504
60 H -0.36340 1.64048 -0.70920
61 H -0.11885 0.18881 1.20721
62 H 1.37926 0.22925 0.28938
63 H 0.03307 -1.74066 1.13344
64 C 2.25576 -0.53675 -5.79167
65 C 0.83027 -0.47478 -5.23574
66 O -0.09135 -1.44339 -5.82920
67 H 2.31606 -0.46604 -6.87770
68 H 2.66758 -1.52018 -5.56507
69 H 2.93466 0.24541 -5.45192
70 H 0.45076 0.50977 -5.50910
71 H 0.71136 -0.52815 -4.15356
72 H -0.84343 -1.46123 -5.23283
73 C -0.17229 -5.69413 1.48213
74 C 0.07067 -6.52225 2.66700
75 O -0.61493 -7.71210 2.30710
76 H -1.22997 -5.55079 1.26109
77 H 0.20579 -6.09710 0.54257
78 H 0.23508 -4.69206 1.61633
79 H -0.31742 -6.14586 3.61348
80 H 1.14212 -6.69977 2.75965
81 H -1.53402 -7.51386 2.11324
82 C -0.55926 3.69210 3.63952
83 C -0.15780 2.40058 2.96635
84 O 1.00117 2.75555 2.30933
85 H 0.22368 4.06442 4.30019
86 H -1.44905 3.65866 4.26821
87 H -0.64100 4.43705 2.84803
88 H -0.91997 1.97673 2.31248
89 H 0.04241 1.60553 3.68462
90 H 1.67360 2.64913 2.98617
91 C -0.24519 -4.93303 -3.13782
92 C -0.17966 -4.26340 -1.75770
93 O -0.36947 -2.89252 -2.00091
94 H 0.59029 -4.64417 -3.77549
95 H -1.14157 -4.68528 -3.70634
96 H -0.24108 -5.99302 -2.88382
97 H 0.74887 -4.44454 -1.21630
98 H -1.03597 -4.63186 -1.19283
99 H -0.19528 -2.41112 -1.18881
100 C 2.29141 3.69141 -4.43343
101 C 2.54045 2.97745 -3.10509
102 O 3.89576 2.65639 -2.95681
103 H 2.63732 4.72471 -4.40625
104 H 1.25118 3.80185 -4.73975
105 H 2.75602 3.17244 -5.27183
106 H 1.92661 2.09542 -2.92258
107 H 2.10758 3.63762 -2.35348
108 H 3.96187 2.36579 -2.04424
109 C -3.61268 2.49675 1.13037
110 C -5.16985 2.58727 1.04154
111 O -5.53211 3.28492 -0.12216
112 H -3.03894 3.41539 1.00782
113 H -3.18445 1.84501 0.36882
114 H -3.24966 2.07462 2.06746
115 H -5.51926 3.18651 1.88233
116 H -5.70942 1.64111 1.08345
117 H -6.44448 3.52048 0.06141
118 C 5.70223 1.88924 1.35402
119 C 4.61227 1.33540 0.40844
120 O 3.95300 2.37710 -0.20561
121 H 6.22070 1.10938 1.91179
122 H 5.34876 2.60958 2.09177
123 H 6.50267 2.29097 0.73273
124 H 3.86794 0.71499 0.90759
125 H 5.05590 0.68033 -0.34134
126 H 3.44204 2.87884 0.43375
127 C -2.03438 3.17965 -3.52299
128 C -3.15007 2.91796 -2.51331
129 O -3.39169 4.05294 -1.71601
130 H -1.08121 3.02925 -3.01609
131 H -1.96383 4.19178 -3.92137
132 H -2.03985 2.42927 -4.31357
133 H -2.93324 2.11331 -1.81073
134 H -4.08944 2.69529 -3.01938
135 H -4.18661 3.87078 -1.20953

=====

Record 2
Density functional theory data (the ωB97M-V functional and the def2-TZVPD basis) for a molecular structure, C30H90O40P10 in a non-equilibrium geometry.

Summary:
Spin multiplicity   1
Energy relative to the best compared isomer or geometry (same formula, charge and spin)   2.671 eV

Element x y z (Å)
1 C 1.53379 -4.85512 -6.51638
2 O 2.06218 -5.25905 -5.18872
3 P 2.60952 -4.23336 -4.15417
4 O 3.79474 -3.51247 -4.45308
5 O 1.35679 -3.35487 -3.85957
6 C 1.12101 -2.06562 -4.44770
7 O 2.78149 -5.15446 -2.92471
8 C 1.64724 -5.73324 -2.16096
9 H 2.17511 -5.25853 -7.29448
10 H 1.43486 -3.77033 -6.62753
11 H 0.52435 -5.26870 -6.62397
12 H 0.20036 -2.11562 -5.05160
13 H 1.92060 -1.74968 -5.12309
14 H 0.97505 -1.31401 -3.67286
15 H 0.67304 -5.86344 -2.63686
16 H 1.47432 -5.05475 -1.29768
17 H 1.96109 -6.65030 -1.67559
18 C 2.24074 -2.73366 6.29398
19 O 2.04843 -2.45471 4.87435
20 P 3.01686 -3.17020 3.89166
21 O 2.93895 -4.60423 4.01790
22 O 4.39938 -2.46031 4.22867
23 C 5.62863 -3.28287 4.42430
24 O 2.59002 -2.55898 2.54210
25 C 3.29340 -2.98846 1.34155
26 H 1.27791 -2.94736 6.77247
27 H 2.63610 -1.84755 6.81226
28 H 2.88223 -3.60327 6.47627
29 H 5.56391 -4.27258 3.97714
30 H 5.80241 -3.44502 5.50176
31 H 6.48076 -2.72642 4.04458
32 H 4.36964 -3.00490 1.51063
33 H 3.07552 -2.25052 0.57353
34 H 2.89788 -3.94897 1.02138
35 C -4.86647 2.71100 -3.28073
36 O -5.54267 1.51911 -3.75824
37 P -5.50744 1.21230 -5.29665
38 O -6.02998 2.27273 -6.15619
39 O -6.22312 -0.17675 -5.33290
40 C -7.51772 -0.31778 -4.73566
41 O -4.03808 0.83444 -5.61486
42 C -3.45763 -0.32776 -5.01144
43 H -3.91936 2.36952 -2.86161
44 H -5.41702 3.22744 -2.48771
45 H -4.78224 3.47143 -4.06154
46 H -8.18045 -0.77973 -5.46898
47 H -7.96826 0.63331 -4.45062
48 H -7.45515 -0.96940 -3.86653
49 H -2.40281 -0.14402 -4.83631
50 H -3.60062 -1.18526 -5.66854
51 H -3.91941 -0.58692 -4.05090
52 C -1.83594 7.00814 0.34275
53 O -2.16349 5.76223 -0.26465
54 P -2.56059 4.53760 0.56445
55 O -3.39932 4.75831 1.71976
56 O -3.16499 3.60348 -0.49805
57 C -3.53060 2.38365 -0.02318
58 O -1.16352 3.84651 0.81396
59 C -0.44469 4.37679 1.86410
60 H -0.83893 7.30645 0.03175
61 H -1.90185 7.04030 1.42928
62 H -2.48511 7.80508 -0.03309
63 H -4.32685 1.97581 -0.64409
64 H -3.78891 2.37558 1.02874
65 H -2.74227 1.62684 -0.17568
66 H -1.00767 4.99930 2.55808
67 H 0.43400 4.90116 1.48003
68 H -0.01537 3.57232 2.47465
69 C 4.77920 0.99754 0.48281
70 O 6.18840 1.25020 0.23542
71 P 6.77869 2.64438 0.63660
72 O 8.05732 2.89909 0.05743
73 O 5.66377 3.70346 0.28571
74 C 5.77059 4.48218 -0.91175
75 O 6.71540 2.58640 2.19729
76 C 7.00061 3.75190 2.91612
77 H 4.21856 1.28157 -0.40111
78 H 4.42666 1.55651 1.34869
79 H 4.67839 -0.06119 0.67141
80 H 6.05258 3.83517 -1.74360
81 H 6.52320 5.25617 -0.80085
82 H 4.79288 4.91265 -1.08720
83 H 6.07178 4.27134 3.16341
84 H 7.65744 4.42742 2.36759
85 H 7.48744 3.46110 3.84045
86 C 1.50212 2.85257 -0.43297
87 O 0.66596 1.83343 -0.03323
88 P 0.49814 0.47683 -0.78229
89 O 1.65749 -0.39732 -0.72842
90 O -0.82745 -0.08987 -0.23705
91 C -0.99774 -0.56701 1.12949
92 O 0.16977 0.85707 -2.27559
93 C -0.69979 1.93417 -2.61832
94 H 0.93166 3.70692 -0.80953
95 H 2.19223 2.52005 -1.21640
96 H 2.12575 3.26996 0.36214
97 H -1.95456 -1.07204 1.09584
98 H -0.99557 0.16475 1.92335
99 H -0.26523 -1.34156 1.37587
100 H -0.13595 2.67315 -3.17975
101 H -1.19535 2.38172 -1.75191
102 H -1.49552 1.54879 -3.26546
103 C -3.26079 2.20338 3.79291
104 O -2.93079 0.91051 3.15013
105 P -3.42144 -0.41364 3.80202
106 O -3.03418 -1.60880 3.12877
107 O -2.94406 -0.22501 5.26556
108 C -3.66421 -0.88971 6.33125
109 O -4.97150 -0.19849 3.92932
110 C -5.79769 -0.16009 2.77220
111 H -3.94555 2.74645 3.13107
112 H -2.34291 2.77228 3.84640
113 H -3.81859 2.03603 4.70948
114 H -3.17405 -1.83393 6.57839
115 H -4.68732 -1.14817 6.05669
116 H -3.65328 -0.20838 7.17121
117 H -6.38240 -1.06932 2.68619
118 H -5.20395 -0.01769 1.86241
119 H -6.45610 0.70056 2.87798
120 C 0.31366 -5.20465 1.53812
121 O 1.48767 -6.06925 1.49596
122 P 1.43566 -7.58860 1.45693
123 O 2.63892 -8.31190 1.77367
124 O 0.21904 -7.93819 2.38859
125 C 0.08406 -9.26307 2.83876
126 O 0.85645 -7.86174 0.01977
127 C 0.65070 -9.16919 -0.48579
128 H -0.04260 -5.07063 0.52869
129 H 0.63843 -4.32943 2.08352
130 H -0.44786 -5.71475 2.12832
131 H -0.64514 -9.81155 2.24191
132 H -0.24456 -9.24555 3.87956
133 H 1.04510 -9.78834 2.83685
134 H 1.42120 -9.38775 -1.22639
135 H -0.33590 -9.21889 -0.93882
136 H 0.71368 -9.94202 0.28556
137 C 4.71560 9.33295 -1.17231
138 O 3.45208 8.73762 -1.50478
139 P 2.47230 8.42126 -0.32323
140 O 2.37442 9.40535 0.68482
141 O 1.11976 8.15070 -1.07121
142 C 0.98361 6.99856 -1.90202
143 O 2.89599 6.97942 0.17419
144 C 3.75256 6.82345 1.33036
145 H 4.77749 10.32357 -1.60100
146 H 5.52714 8.69926 -1.53572
147 H 4.85958 9.40990 -0.08725
148 H 0.33268 7.25644 -2.72593
149 H 0.58398 6.14933 -1.34068
150 H 1.93199 6.63908 -2.31698
151 H 3.26060 6.12387 1.99248
152 H 3.97286 7.77407 1.81777
153 H 4.72938 6.43611 1.01479
154 C -4.65588 -0.59541 -1.53256
155 O -3.65437 -1.58310 -1.20241
156 P -3.82244 -3.10810 -1.66877
157 O -4.37257 -3.28300 -2.96127
158 O -4.67140 -3.80370 -0.56809
159 C -4.35339 -3.76575 0.81027
160 O -2.40958 -3.68104 -1.37869
161 C -1.20758 -2.98577 -1.83491
162 H -5.51158 -1.03099 -2.05980
163 H -4.21810 0.18186 -2.15299
164 H -5.06412 -0.16883 -0.60918
165 H -4.14781 -4.78331 1.12235
166 H -5.19253 -3.36092 1.38119
167 H -3.51085 -3.09997 1.02854
168 H -0.64862 -3.57406 -2.55968
169 H -0.59706 -2.77626 -0.96287
170 H -1.46651 -2.06021 -2.36072

=====

Record 3
Density functional theory data (the ωB97M-V functional and the def2-TZVPD basis) for 21 unconnected molecules or ions with the total composition C31H101BF3INO23 in a non-equilibrium geometry.

Summary:
Spin multiplicity   1
Total charge   -1

Element x y z (Å)
1 N -1.55137 1.00133 -0.69999
2 C -2.54993 0.65051 -1.73880
3 C -3.25929 -0.70223 -1.52885
4 O -3.49753 -1.35508 -2.78980
5 C -2.64235 -1.63075 -0.49730
6 B -1.15115 -2.29747 -0.79897
7 C -1.33492 -3.93911 -0.77943
8 C -2.09451 -4.49923 -1.99956
9 C -2.98715 -5.65965 -1.55889
10 I -4.77349 -5.94467 -2.76365
11 C -0.42865 -1.84580 -2.20624
12 C 0.94973 -2.52208 -2.38032
13 C 1.46262 -2.51002 -3.77782
14 F 2.42503 -3.45065 -4.10316
15 C 1.07285 -1.67148 -4.77078
16 F 0.45521 -2.05091 -5.89572
17 F 1.21596 -0.34049 -4.72546
18 C -0.16889 -1.85595 0.45899
19 O 0.92292 -2.78429 0.67469
20 O 2.12242 -2.09585 1.01276
21 H -2.00424 1.65522 -0.07601
22 H -0.82366 1.51439 -1.17865
23 H -3.31775 1.43000 -1.74644
24 H -2.08458 0.72068 -2.72346
25 H -4.26591 -0.45197 -1.17790
26 H -2.83854 -1.06275 -3.42483
27 H -3.36831 -2.44041 -0.36558
28 H -2.65976 -1.09099 0.45321
29 H -1.88538 -4.18199 0.13516
30 H -0.38746 -4.47236 -0.70304
31 H -2.67710 -3.74808 -2.53164
32 H -1.35907 -4.88830 -2.70547
33 H -2.42791 -6.56670 -1.72735
34 H -3.26064 -5.63423 -0.51370
35 H -0.22869 -0.76967 -2.27076
36 H -1.00667 -2.11261 -3.09913
37 H 1.64496 -1.91829 -1.77832
38 H 0.98802 -3.53054 -1.97174
39 H 0.20811 -0.84085 0.32239
40 H -0.73830 -1.81906 1.39847
41 H 2.48443 -1.73825 0.18899
42 C 1.03630 2.80553 0.89041
43 O -0.00925 3.65418 0.41218
44 H 1.18710 2.00606 0.17072
45 H 1.96149 3.37947 0.99670
46 H 0.75738 2.37192 1.85246
47 H -0.12698 4.35053 1.06471
48 C -2.91991 6.22577 0.96939
49 O -2.28056 6.11219 2.24596
50 H -2.54794 5.43181 0.32880
51 H -4.00137 6.12371 1.07972
52 H -2.68298 7.19029 0.51938
53 H -2.61884 6.82137 2.80080
54 C -0.56126 7.12056 -1.68170
55 O -1.93967 7.04037 -2.03461
56 H -0.40288 8.06924 -1.17262
57 H -0.28329 6.30356 -1.01025
58 H 0.07004 7.08550 -2.57318
59 H -2.07203 6.20026 -2.48226
60 C 0.25611 8.50490 3.88785
61 O 0.64616 7.31132 3.21403
62 H 1.10912 9.17750 3.91718
63 H -0.56397 8.98627 3.34539
64 H -0.05547 8.27319 4.90809
65 H -0.12470 6.73426 3.19966
66 C 1.44387 -6.78362 -0.58959
67 O 0.06982 -6.98210 -0.90679
68 H 1.53051 -5.82322 -0.08419
69 H 1.80635 -7.57513 0.07217
70 H 2.04867 -6.76664 -1.50197
71 H -0.01738 -7.82699 -1.35571
72 C 0.27921 11.01535 1.13671
73 O -1.00487 11.31914 1.69260
74 H 1.03763 11.21993 1.88265
75 H 0.32906 9.95958 0.86406
76 H 0.46921 11.63190 0.25406
77 H -1.66448 11.12955 1.02038
78 C 4.78413 -8.02664 -0.75267
79 O 4.20399 -8.86718 0.24969
80 H 4.24294 -8.17250 -1.68256
81 H 4.71213 -6.97814 -0.45652
82 H 5.83430 -8.29465 -0.90169
83 H 4.69469 -8.72439 1.06284
84 C -3.66602 -9.49137 -0.66887
85 O -2.75085 -8.44363 -0.37178
86 H -4.40506 -9.09559 -1.36131
87 H -3.15301 -10.33696 -1.13796
88 H -4.17316 -9.83440 0.23820
89 H -2.09424 -8.78607 0.24045
90 C 4.54167 -5.50310 -6.13445
91 O 4.68680 -5.15767 -4.76609
92 H 5.14419 -6.38952 -6.32161
93 H 3.49735 -5.72785 -6.36949
94 H 4.89227 -4.69342 -6.78198
95 H 4.14994 -4.37372 -4.60995
96 C 4.25603 9.61402 2.26133
97 O 2.87676 9.56066 1.91381
98 H 4.43914 10.56619 2.75356
99 H 4.51404 8.80283 2.94693
100 H 4.88505 9.54798 1.36969
101 H 2.71931 8.71651 1.48063
102 C -4.29382 3.74281 4.59128
103 O -3.36746 3.59710 3.52996
104 H -4.98720 2.90574 4.55455
105 H -3.77234 3.73550 5.55365
106 H -4.85211 4.67988 4.48218
107 H -2.76203 4.34560 3.57447
108 C 6.54028 -11.81980 -1.23808
109 O 5.41449 -11.08197 -1.70274
110 H 6.75694 -12.59704 -1.96871
111 H 7.40934 -11.16994 -1.13489
112 H 6.32042 -12.28521 -0.27323
113 H 5.23170 -10.40134 -1.04658
114 C -7.42298 -4.26687 0.57407
115 O -6.20377 -4.69313 1.16352
116 H -7.91311 -3.57161 1.25240
117 H -7.22773 -3.76058 -0.37493
118 H -8.08043 -5.12613 0.40715
119 H -5.79431 -5.30476 0.54287
120 C -0.39034 14.37651 3.56342
121 O -1.76864 14.30294 3.22832
122 H -0.21144 15.33072 4.05376
123 H -0.12329 13.56389 4.24460
124 H 0.22099 14.31441 2.65890
125 H -1.90239 13.45212 2.79584
126 C -2.97384 -2.87187 -6.97670
127 O -3.12848 -3.97221 -6.08922
128 H -3.73542 -2.13546 -6.72906
129 H -1.99031 -2.41516 -6.86386
130 H -3.10942 -3.18726 -8.01685
131 H -2.45620 -4.62244 -6.30566
132 C 5.83701 -1.66636 0.14765
133 O 4.84600 -0.76999 -0.34097
134 H 5.75013 -1.69684 1.23026
135 H 5.67994 -2.67213 -0.25003
136 H 6.83960 -1.32092 -0.12241
137 H 4.91982 -0.74541 -1.29845
138 C -6.18052 -0.99025 -5.11853
139 O -5.29136 0.09311 -4.88784
140 H -6.90722 -0.67361 -5.86549
141 H -5.64258 -1.86557 -5.49297
142 H -6.70801 -1.26130 -4.20027
143 H -4.65731 -0.20769 -4.22489
144 C 9.83214 -11.60666 1.37214
145 O 8.71437 -10.84310 0.93080
146 H 10.02560 -12.37289 0.62594
147 H 10.71910 -10.97565 1.47267
148 H 9.61984 -12.08831 2.33023
149 H 8.54561 -10.16714 1.59183
150 C 1.50104 7.13879 7.81692
151 O 0.45927 7.99878 7.35722
152 H 1.62469 6.34616 7.08450
153 H 2.44023 7.68887 7.91186
154 H 1.24013 6.69723 8.78166
155 H 0.35246 8.69852 8.00608
156 C -2.98407 6.56683 6.86542
157 O -2.05223 6.41723 5.79899
158 H -3.67681 5.73067 6.82831
159 H -2.46171 6.56062 7.82570
160 H -3.54001 7.50227 6.75573
161 H -1.44388 7.16203 5.84826

=====

no.,E_HOMO (eV)
1,-8.94
2,-10.24
3,-4.99